1.
Below is a molecular structure, C9H6CaN2O4 in a non-equilibrium geometry, with properties calculated with ωB97M-V/def2-TZVPD.

Geometry (Å):
O  0.00330  3.13528  -4.23984
C  0.00166  2.07088  -3.86297
Ca  0.00520  0.06970  -2.64451
C  1.72649  -0.92672  -3.85941
C  -1.72167  -0.92230  -3.86160
O  2.65323  -1.46146  -4.23817
O  -2.65038  -1.46078  -4.23804
N  0.43670  0.62349  4.28778
C  -0.19329  -0.30427  3.53051
O  -0.82956  -1.22393  4.02893
C  -0.10168  -0.19446  2.01712
C  0.61476  0.80465  1.33228
C  0.62361  0.82613  -0.05547
N  -0.05409  -0.12262  -0.71726
C  -0.75932  -1.10617  -0.13511
C  -0.78523  -1.15208  1.24484
H  0.35233  0.52361  5.29114
H  0.99019  1.43356  3.93895
H  1.16542  1.57398  1.86160
H  1.17208  1.60239  -0.60775
H  -1.28540  -1.82928  -0.77521
H  -1.36435  -1.95962  1.70219

relative energy (zero: lowest compared OMol25 entry of this formula, charge and spin) = 34.22 kcal/mol
net charge = +2
gap between HOMO and LUMO = 7.21 eV
2S+1 = 1
highest occupied orbital energy = -15.89 eV

2.
Below is a molecular structure, C9H6Cl2ErFeN2O4 in a non-equilibrium geometry, with properties calculated with ωB97M-V/def2-TZVPD.

Geometry (Å):
Er  -0.09154  -1.30390  -6.05276
Fe  -0.17242  -1.32474  -0.57615
Cl  -0.86185  0.92163  -5.54625
Cl  -0.41291  -1.23096  -2.81050
C  -0.84949  -3.07299  0.40121
C  -0.47814  -0.52710  -8.36940
C  0.21777  -2.58050  -8.23540
O  -1.67341  -3.89660  0.49465
O  -0.66677  -0.19453  -9.46333
O  0.29604  -3.01789  -9.31109
N  1.03488  2.08769  5.62062
C  0.02982  2.12713  4.69548
O  -0.95493  2.83061  4.91545
C  0.17997  1.32358  3.42259
C  1.35820  0.68614  2.98941
C  1.32450  -0.13415  1.85220
N  0.22432  -0.31666  1.09621
C  -0.88894  0.41842  1.44022
C  -0.94505  1.22371  2.57327
H  0.85557  2.53548  6.50939
H  1.59279  1.26879  5.70535
H  2.30743  0.75948  3.52960
H  2.22114  -0.63873  1.52404
H  -1.75364  0.34630  0.77801
H  -1.89334  1.70982  2.81718

net charge = +4
gap between HOMO and LUMO (alpha / beta) = 8.42 / 6.53 eV
2S+1 = 9
⟨S²⟩ = 20.025
highest occupied orbital energy (alpha / beta) = -22.40 / -22.39 eV